Here is CH3OTl as an isolated structure from the OMol25 dataset. Energies are from ωB97M-V/def2-TZVPD.

Last column: Mulliken charge in e.
Element x y z (Å)
H1 0.168 -1.122 -1.106  0.369
C1 -0.108 0.460 -0.127  -0.195
H2 -0.467 1.473 -0.405  0.207
H3 2.033 -0.147 2.709  -0.218
O1 0.001 -0.176 -1.239  -0.325
Tl1 0.036 -0.374 2.340  0.162

Forces on the atoms, in the same order (eV/Å):
H 0.3952 0.1040 0.1381
C 0.3989 0.3535 0.3976
H 0.1755 -0.0935 -0.0032
H -0.8347 0.0140 -0.4456
O -0.6231 -0.2700 -0.6275
Tl 0.4882 -0.1080 0.5405

For the molar mass, the calculation gives 235.4 g mol⁻¹. The calculation puts the energy above the lowest of the compared OMol25 structures with the same formula, charge and spin at 0.0 kcal/mol. The value obtained for the HOMO-LUMO gap is 6.69 eV.


Here is a 7-piece molecular cluster, C23H56BN7O8 overall from the OMol25 dataset. Energies are from ωB97M-V/def2-TZVPD.

Last column: Mulliken charge in e.
Element x y z (Å)
C1 2.688 -2.668 0.331  0.084
H1 6.022 2.711 -0.337  0.289
H2 -5.149 -0.797 -1.504  0.176
H3 -6.684 -3.301 2.591  0.394
C2 -4.050 -4.049 4.832  0.091
H4 3.084 -4.554 2.047  0.288
H5 1.747 0.779 -1.925  0.126
C3 -2.672 1.185 -1.367  0.127
H6 9.840 1.350 0.803  0.328
C4 -2.502 -1.184 -0.826  -0.986
O1 4.115 4.459 -0.784  -0.593
H7 -1.701 -2.151 5.814  0.330
H8 -4.708 4.093 -6.784  0.341
O2 -6.980 -1.505 -1.244  -0.677
H9 3.489 5.105 -0.319  0.289
H10 -7.718 -1.853 2.473  0.276
H11 4.263 -0.732 -1.317  0.168
H12 -1.115 -2.948 4.324  0.323
H13 9.828 4.943 2.666  0.292
C5 -7.537 -2.854 2.071  -0.966
N1 3.835 2.537 1.685  -0.732
H14 9.542 4.570 0.946  0.314
N2 -7.247 -2.804 0.653  0.176
H15 0.745 1.514 -0.391  0.172
H16 0.179 1.804 -2.191  0.199
H17 3.400 -3.963 -1.944  0.274
H18 -1.491 -1.254 -1.238  0.345
H19 -7.714 -4.161 -0.852  0.320
O3 2.500 -1.773 -0.483  -0.660
H20 -4.480 -1.419 4.324  0.292
C6 -4.859 4.619 -5.837  -0.916
C7 -6.980 -4.042 -0.050  -0.929
H21 2.971 3.156 1.695  0.270
H22 -4.203 -1.070 -2.996  0.297
C8 3.941 1.987 0.247  0.707
H23 -7.556 3.511 -4.501  0.290
C9 -4.420 -0.360 -2.192  -0.383
H24 6.023 -1.517 -1.092  0.286
H25 1.249 3.980 -1.301  0.205
H26 -7.434 -0.738 0.581  0.343
O4 -5.477 2.629 -2.874  -0.647
C10 1.974 3.094 -1.637  -0.596
N3 -3.171 -3.008 4.621  0.135
H27 -3.889 4.940 -5.446  0.292
H28 3.739 1.740 2.353  0.272
C11 -6.830 3.205 -5.260  -0.930
H29 1.644 -4.119 -1.710  0.272
H30 5.053 -0.768 0.396  0.210
H31 2.246 3.299 -2.757  0.269
N4 2.768 -4.013 0.036  0.165
O5 -1.645 1.485 -0.772  -0.589
N5 -5.528 3.732 -4.909  0.125
H32 3.277 1.000 0.257  -0.007
H33 -3.618 -4.863 5.437  0.245
H34 -1.630 -3.930 5.720  0.297
C12 1.128 1.696 -1.500  -0.459
C13 10.576 2.519 3.138  0.114
H35 -4.836 0.554 -2.624  0.002
H36 -3.276 1.944 -1.890  0.190
C14 2.993 -5.013 1.059  -0.946
H37 -5.980 -3.991 -0.492  0.226
O6 5.829 0.704 -1.054  -0.409
H38 8.356 2.335 0.635  0.337
C15 9.054 1.885 1.346  -0.902
H39 3.915 -5.554 0.827  0.351
N6 -3.196 -0.086 -1.467  0.257
H40 -2.432 -0.983 0.247  0.259
O7 10.932 1.369 3.363  -0.583
H41 -7.038 -4.894 0.633  0.387
H42 2.812 -2.453 1.405  0.357
N7 9.664 2.901 2.178  0.148
C16 5.537 1.681 0.007  -0.708
H43 -8.426 -3.471 2.229  0.362
H44 10.979 3.368 3.714  0.266
H45 -5.488 5.498 -6.002  0.336
H46 -2.808 -1.127 3.758  0.383
O8 -5.198 -4.106 4.411  -0.561
H47 -3.034 -2.125 -0.991  0.345
C17 5.306 -0.636 -0.744  -0.472
H48 6.009 1.433 1.052  0.144
C18 -1.825 -3.015 5.154  -0.914
H49 8.522 1.174 1.985  0.263
C19 -3.608 -1.869 3.840  -0.896
C20 -7.217 -1.617 -0.048  0.087
B1 3.348 3.168 -0.734  0.362
H50 8.218 4.393 2.134  0.315
H51 2.708 -5.527 -1.418  0.379
H52 -3.977 3.828 -3.533  0.258
C21 -4.966 3.373 -3.702  0.159
H53 2.151 -5.711 1.063  0.346
C22 2.622 -4.439 -1.340  -0.923
H54 -7.145 3.575 -6.240  0.382
C23 9.295 4.286 1.973  -0.862
H55 -3.897 -2.211 2.842  0.249
H56 -6.779 2.112 -5.278  0.289

Forces on the atoms, in the same order (eV/Å):
C -0.1064 -0.4641 -0.6886
H -0.9393 -2.2732 0.6369
H 0.1831 0.1576 -0.4998
H -0.2056 0.0549 0.2062
C 0.1414 0.7481 -0.3447
H -0.0196 0.0029 -0.2027
H -1.1715 1.8768 1.1938
C -0.2496 -0.9348 0.0079
H -0.2146 -0.0734 -0.0108
C 0.2028 0.2878 0.0420
O -2.7524 -1.4008 1.6488
H 0.2024 -0.1112 -0.0053
H 0.0854 0.2080 -0.0270
O -0.4544 -0.5102 0.8189
H 1.3515 -0.9675 -1.3085
H 0.0346 -0.1229 -0.1594
H 2.4163 -0.0263 1.3098
H 0.1252 0.0013 0.1839
H -0.0400 -0.1837 -0.0770
C 0.1517 -0.2087 -0.0196
N -0.9555 0.2768 -0.9580
H -0.0996 0.1863 0.0909
N 0.0007 1.4977 -0.6639
H 0.9717 0.2875 -2.5467
H 1.9224 -0.3416 1.6061
H -0.1614 -0.1273 -0.1027
H -0.0078 -0.1442 0.1958
H 0.1701 -0.1438 0.0072
O -0.0719 -0.9825 0.5187
H 0.0689 0.0839 -0.1921
C -0.1700 -0.1147 0.0321
C 0.0284 0.1277 -0.2699
H 1.3747 -1.3193 0.5972
H -0.1606 -0.0365 -0.0361
C 0.0531 -1.2088 0.7165
H -0.0604 -0.1451 -0.1673
C -0.0198 -0.1118 0.1410
H -1.2414 2.1950 0.6772
H 1.5046 -1.6659 -0.7641
H -0.0030 -0.0942 0.0829
O 0.0921 0.5863 -0.7602
C -0.7081 -0.1755 0.4031
N -0.7708 -1.2460 0.3584
H -0.1802 -0.1046 0.0035
H -0.2650 1.0923 -0.8469
C -0.0821 -0.1966 0.2652
H 0.1465 -0.0938 -0.1435
H 0.6873 0.3165 -2.0549
H -0.4545 -0.3053 2.0173
N -0.0328 1.3121 0.5828
O -0.7242 -0.3998 0.0108
N 0.8213 -0.2418 1.2623
H 1.6026 1.8762 -0.6837
H 0.0882 0.0839 -0.0043
H -0.1194 0.1286 -0.1110
C -0.2436 0.2439 -0.8078
C -0.4813 -0.3688 -0.5992
H 0.1456 -0.1875 0.2115
H -0.0980 -0.2193 0.0231
C -0.0259 0.0377 -0.2357
H -0.1240 -0.1867 -0.0515
O -0.4166 -0.3641 2.1110
H 0.1729 -0.0231 0.1940
C 0.1422 -0.2304 0.0734
H -0.0821 -0.0955 0.1987
N 0.6753 1.5355 0.0302
H 0.1295 -0.1787 -0.0266
O -0.4232 0.7814 -0.3445
H 0.0006 0.2607 -0.0493
H 0.0204 -0.1265 0.0249
N 1.0012 -0.1402 1.0931
C -0.2435 1.2574 -0.0697
H 0.0491 0.0774 0.1921
H -0.0756 0.0809 -0.0719
H 0.1832 0.0289 -0.1274
H -0.1143 -0.2148 0.0587
O 0.8131 0.2803 0.1327
H -0.0010 0.2484 -0.0381
C -1.5339 -0.4817 -0.4184
H -0.8270 0.0178 -1.9441
C -0.1387 0.1206 -0.1116
H 0.0102 -0.0400 -0.2214
C -0.2923 -0.0758 -0.0642
C -0.0771 -0.9649 0.1196
B 0.5141 1.2241 -0.7190
H 0.0688 0.2061 -0.0726
H 0.0000 0.2211 0.1242
H -0.0125 0.0548 -0.1213
C -0.6633 0.0089 -0.5908
H 0.1397 -0.0814 0.1603
C -0.0439 0.2922 -0.1582
H 0.1624 -0.0204 0.1967
C -0.0676 -0.2157 -0.0717
H -0.0233 0.2178 0.0297
H -0.2044 0.1070 -0.0272

For the molar mass, the calculation gives 569.6 g mol⁻¹. As for the SMILES: CCB(O)[C@H](N)COC.CN(C)C=O.CN(C)C=O.CN(C)C=O.CN(C)C=O.CN(C)C=O.CN(C)C=O. The value obtained for the HOMO-LUMO gap is 8.65 eV.


Here is C3H8N2OS as an isolated structure from the OMol25 dataset. Energies are from ωB97M-V/def2-TZVPD.

Last column: Mulliken charge in e.
Element x y z (Å)
H1 -0.075 -2.624 -0.158  0.281
H2 2.698 1.259 -0.308  0.256
O1 1.326 -0.565 -1.135  -0.613
H3 -1.081 1.303 0.334  0.286
H4 -0.808 -2.051 1.901  0.266
H5 1.542 2.212 -1.215  0.265
S1 -1.652 -0.965 -0.257  -0.015
C1 -0.942 -2.452 0.855  -0.776
N1 1.061 2.655 0.915  -0.631
N2 -0.303 0.109 0.262  -0.408
H6 0.307 3.288 0.490  0.292
C2 0.879 0.360 -0.422  0.535
H7 -1.761 -3.223 0.734  0.316
H8 0.575 2.351 1.889  0.311
C3 1.582 1.776 -0.219  -0.367

Forces on the atoms, in the same order (eV/Å):
H -1.8951 -0.0177 4.4432
H -2.1237 2.1474 1.3795
O -0.1081 2.5102 1.5302
H 3.4964 -4.2614 0.0532
H 0.4778 -0.6542 -1.4929
H -0.4607 0.7206 0.3146
S 2.0380 -0.6070 1.8161
C -0.0996 0.6842 -4.8916
N -1.8471 0.6656 -0.1702
N -4.6449 5.1876 0.1602
H 1.7109 -1.1507 0.7496
C -0.4974 -1.9566 -1.8213
H 1.1738 0.6937 0.4439
H 2.0377 -0.2542 -3.4646
C 0.7421 -3.7076 0.9501

For the molar mass, the calculation gives 120.2 g mol⁻¹. The calculation puts the energy above the lowest of the compared OMol25 structures with the same formula, charge and spin at 140.7 kcal/mol. The value obtained for the HOMO-LUMO gap is 8.63 eV.


Here is a 2-piece molecular cluster, C9H14O overall from the OMol25 dataset. Energies are from ωB97M-V/def2-TZVPD.

Last column: Mulliken charge in e.
Element x y z (Å)
H1 2.533 2.675 -0.864  0.334
H2 -2.581 -3.110 1.702  0.331
H3 -3.772 -0.552 -0.454  0.294
H4 -3.914 -2.016 1.375  0.345
C1 0.051 -0.929 -0.587  -0.277
H5 -0.135 -2.089 1.181  0.355
C2 -0.679 -1.527 0.431  -0.608
C3 -2.062 -1.403 0.501  0.506
H6 -2.685 -1.571 2.576  0.287
H7 0.988 0.188 -2.547  0.300
C4 -1.987 -0.055 -1.515  -0.676
C5 -2.849 -2.054 1.612  -1.326
H8 -2.477 0.520 -2.286  0.393
C6 -2.697 -0.659 -0.487  -0.427
H9 3.304 3.078 1.470  0.295
C7 3.539 2.140 0.965  -0.993
H10 1.496 1.795 0.254  0.295
H11 2.723 0.922 -0.646  0.146
C8 2.513 1.868 -0.136  -0.645
H12 1.128 -1.047 -0.628  0.306
H13 4.532 2.245 0.522  0.283
C9 -0.611 -0.191 -1.563  0.752
O1 0.059 0.435 -2.578  -0.579
H14 3.580 1.337 1.700  0.307

Forces on the atoms, in the same order (eV/Å):
H -0.0565 -0.0258 -0.1579
H 0.0240 0.0803 0.1015
H -0.1105 0.0179 -0.0151
H 0.0262 0.0389 0.1465
C -0.1969 -0.0434 -0.0379
H -0.0987 -0.0711 0.0575
C 0.1802 0.0937 -0.1046
C 0.0098 -0.0132 0.1508
H 0.0047 -0.0049 -0.0230
H 0.0544 0.0322 0.0375
C 0.0259 -0.0415 0.0794
C -0.0742 -0.1415 -0.3125
H -0.0926 0.0384 -0.0294
C 0.1106 0.0163 -0.0521
H 0.0467 -0.0795 0.1068
C -0.0836 0.0599 -0.3319
H 0.0287 0.0318 0.0368
H 0.0469 0.1456 -0.0243
C 0.0461 -0.1522 0.1970
H -0.0100 0.0340 0.0125
H 0.0118 -0.0178 0.1101
C 0.2529 0.0130 0.0704
O -0.1053 -0.0447 -0.0642
H -0.0408 0.0336 0.0460

For the molar mass, the calculation gives 138.2 g mol⁻¹. As for the SMILES: Cc1ccc(O)cc1.CC. The calculation puts the energy above the lowest of the compared OMol25 structures with the same formula, charge and spin at 1.2 kcal/mol. The value obtained for the HOMO-LUMO gap is 9.26 eV.


Here is one molecule with the formula C5H8N2 from the OMol25 dataset. Energies are from ωB97M-V/def2-TZVPD.

Last column: Mulliken charge in e.
Element x y z (Å)
C1 -1.725 0.377 -0.025  -0.560
N1 1.508 2.639 0.670  -0.453
C2 -0.371 -0.025 -0.523  -0.148
C3 0.825 0.099 0.399  0.187
H1 -0.145 0.191 -1.565  0.406
H2 -1.857 -1.581 -1.094  0.261
C4 -1.402 -1.076 -0.247  -0.614
H3 -1.803 0.738 0.998  0.231
H4 2.250 -0.404 -0.970  0.279
C5 1.191 1.532 0.556  0.094
H5 -1.253 -1.708 0.626  0.211
H6 -2.397 0.870 -0.722  0.265
H7 2.719 -0.659 0.569  0.270
N2 1.927 -0.730 -0.063  -0.643
H8 0.533 -0.261 1.393  0.215

Forces on the atoms, in the same order (eV/Å):
C -0.1266 0.1088 0.0633
N -0.2983 -1.0375 -0.1184
C 0.0906 0.0538 -0.0866
C -0.1855 -0.0327 0.0897
H -0.0306 -0.0198 0.1364
H 0.1000 0.0998 0.1566
C -0.0447 -0.1661 -0.0002
H 0.0374 -0.0870 -0.1660
H -0.0442 -0.0656 0.0627
C 0.3019 0.9630 0.1030
H -0.0162 0.1336 -0.1597
H 0.1230 -0.0913 0.1170
H -0.0927 -0.0275 -0.0556
N 0.1907 0.0863 -0.0398
H -0.0048 0.0822 -0.1025

For the molar mass, the calculation gives 96.1 g mol⁻¹. As for the SMILES: N#C[C@H](N)C1CC1. The calculation puts the energy above the lowest of the compared OMol25 structures with the same formula, charge and spin at 28.8 kcal/mol. The value obtained for the HOMO-LUMO gap is 11.29 eV.


Here is a 2-piece molecular cluster, C4H11NS overall from the OMol25 dataset. Energies are from ωB97M-V/def2-TZVPD.

Last column: Mulliken charge in e.
Element x y z (Å)
C1 0.913 1.005 0.662  -0.715
H1 2.853 1.274 -0.184  0.331
H2 -1.797 -0.123 -0.245  -0.018
H3 4.445 -1.068 0.432  0.121
C2 -2.880 0.041 -0.570  0.254
S1 3.098 -0.998 0.661  -0.300
H4 2.004 0.127 -1.142  0.339
H5 -4.125 0.790 -1.832  0.273
H6 0.450 1.861 0.026  0.274
H7 -2.568 0.594 -2.420  0.280
H8 -4.608 0.505 0.624  0.251
N1 -3.362 0.149 -1.855  -0.501
H9 0.078 0.239 0.662  0.108
C3 -3.558 0.155 0.582  -0.759
H10 -3.596 -0.671 1.430  0.201
C4 2.135 0.470 -0.101  -0.475
H11 1.180 1.364 1.610  0.337

Forces on the atoms, in the same order (eV/Å):
C -1.6582 -0.9563 -3.1566
H 0.2379 0.2690 0.0659
H -1.1790 -0.6529 -1.9529
H -0.7184 1.1383 -0.5054
C 1.7329 -0.8763 3.1970
S -1.1579 -0.4740 0.9013
H -0.6997 0.2963 0.6073
H -0.9541 0.3544 -0.3517
H 1.0113 -1.2155 1.0797
H -1.7533 -0.8782 0.4813
H 0.3074 0.0474 -0.7821
N 3.2077 1.7407 -1.0150
H 1.0810 0.7783 0.5727
C -3.1080 -1.9713 1.6879
H 1.7066 2.2280 -1.3006
C 1.8121 -0.1595 -0.8763
H 0.1320 0.3316 1.3477

For the molar mass, the calculation gives 105.2 g mol⁻¹. As for the SMILES: C=CN.CCS. The calculation puts the energy above the lowest of the compared OMol25 structures with the same formula, charge and spin at 70.3 kcal/mol. The value obtained for the HOMO-LUMO gap is 9.26 eV.